No. 1
76
Properties=species:S:1:pos:R:3:forces:R:3 method="wB97M-V/def2-TZVPD" charge=0 e_tot_ha=-2743.46797 gap_ha="0.2375 / 0.2368" lumo_ev="-0.341 / -0.310" de_lowest_ev=1.735 spin_multiplicity=2
Ru -0.237 0.203 -0.831 -0.086 1.378 -2.418
N -3.689 0.735 -3.670 0.167 -0.054 0.311
C -2.555 0.795 -2.876 -0.648 -0.535 -0.181
S -1.869 -0.725 -2.403 0.619 -0.134 0.357
N -2.158 1.945 -2.502 0.504 0.397 0.149
N -0.980 1.953 -1.730 -0.951 -0.441 0.616
C -0.771 3.130 -1.268 0.154 0.538 -0.097
C 0.425 3.590 -0.647 -0.536 0.343 0.187
C 0.538 4.958 -0.343 -0.078 0.036 -0.012
C 1.711 5.488 0.127 0.123 -0.128 0.001
C 2.813 4.627 0.263 -0.051 0.012 -0.056
C 2.709 3.287 -0.024 0.225 0.006 0.035
C 1.488 2.719 -0.438 0.413 -0.686 0.020
O 1.418 1.424 -0.635 0.418 -0.244 0.758
H -3.851 -0.126 -4.160 0.032 0.039 -0.060
H -3.941 1.589 -4.138 0.014 -0.002 -0.051
H -1.550 3.864 -1.458 0.085 0.050 -0.197
H -0.327 5.595 -0.499 0.016 -0.031 -0.013
H 1.793 6.538 0.369 0.012 0.001 -0.004
H 3.762 5.024 0.605 -0.018 -0.029 0.005
H 3.555 2.620 0.084 0.013 0.025 0.060
C 0.592 -4.676 1.640 -0.059 0.050 -0.076
C 1.436 -3.421 1.368 -0.173 -0.001 -0.023
C 2.796 -3.795 0.770 -0.015 0.054 -0.110
C 1.612 -2.602 2.655 -0.035 0.015 -0.013
C 0.702 -2.575 0.405 0.022 -0.382 0.188
N 0.124 -1.901 -0.320 0.480 0.667 0.656
H 1.097 -5.287 2.388 -0.001 0.008 -0.016
H 0.463 -5.266 0.731 0.027 -0.006 0.031
H -0.393 -4.401 2.017 0.034 -0.012 0.023
H 3.323 -4.444 1.470 -0.004 0.011 0.000
H 3.403 -2.902 0.604 -0.002 -0.027 0.028
H 2.682 -4.321 -0.179 0.010 0.003 0.023
H 2.205 -3.186 3.360 -0.024 0.004 -0.011
H 0.648 -2.363 3.104 0.003 0.008 -0.011
H 2.123 -1.660 2.456 0.026 -0.025 0.008
Te -0.701 0.852 1.722 -0.373 -0.422 0.040
C 0.848 2.075 2.462 0.200 0.040 -0.196
C 2.137 1.568 2.631 -0.012 0.063 0.073
C 3.118 2.324 3.256 -0.034 -0.015 -0.010
C 2.825 3.603 3.714 -0.019 -0.001 -0.004
C 1.549 4.118 3.544 -0.092 -0.097 0.010
C 0.561 3.355 2.927 0.138 0.024 0.027
H 2.374 0.577 2.265 -0.014 0.017 -0.002
H 4.113 1.916 3.389 -0.004 0.004 -0.017
H 3.590 4.194 4.203 -0.009 0.000 -0.010
H 1.311 5.113 3.901 0.010 0.003 -0.014
H -0.440 3.756 2.813 0.031 0.022 -0.053
N 3.683 -3.073 -2.799 -0.215 0.017 0.025
C 2.757 -2.122 -3.183 0.314 -0.091 -0.062
C 2.280 -1.168 -2.280 0.185 0.320 0.354
N 1.344 -0.302 -2.608 -0.519 -0.663 -0.507
C 0.906 -0.330 -3.872 0.154 0.132 -0.092
C 1.391 -1.263 -4.765 0.112 0.101 -0.042
N 2.304 -2.173 -4.425 -0.088 -0.038 -0.079
H 4.257 -2.877 -1.997 0.049 0.050 -0.046
H 4.130 -3.564 -3.555 0.032 0.030 -0.005
H 2.687 -1.085 -1.276 -0.128 -0.108 0.035
H 0.177 0.413 -4.160 -0.112 -0.078 0.025
H 1.038 -1.286 -5.789 -0.005 0.003 0.020
C -4.206 -3.513 0.836 -0.016 0.015 -0.095
C -3.530 -2.644 -0.213 0.009 0.081 -0.001
S -3.242 -0.949 0.410 -0.017 -0.382 1.313
O -3.163 -1.096 1.912 -0.146 0.050 -0.574
C -4.866 -0.267 0.055 -0.043 0.086 -0.144
C -4.988 1.081 0.750 -0.042 -0.003 -0.047
H -4.103 -4.566 0.569 -0.028 0.013 -0.024
H -5.270 -3.289 0.922 0.008 0.000 0.006
H -3.752 -3.344 1.810 0.019 -0.007 0.008
H -4.106 -2.550 -1.134 0.077 -0.069 -0.033
H -2.535 -3.014 -0.468 -0.046 -0.028 -0.022
H -5.611 -0.988 0.399 -0.031 0.063 -0.005
H -4.913 -0.171 -1.035 -0.073 -0.010 0.037
H -4.842 0.968 1.824 0.011 -0.005 -0.010
H -5.975 1.510 0.573 0.008 -0.003 -0.002
H -4.237 1.778 0.373 -0.008 -0.021 0.014


No. 2
72
Properties=species:S:1:pos:R:3:forces:R:3 method="wB97M-V/def2-TZVPD" charge=+1 e_tot_ha=-3550.67884 gap_ha="0.1845 / 0.1845" lumo_ev="-5.131 / -5.130" de_lowest_ev=0.000
Ru 0.215 0.448 0.306 0.910 0.438 0.295
C 3.717 -1.868 3.011 0.014 -0.025 0.067
C 3.096 -0.991 1.922 0.024 0.180 -0.015
C 3.741 -1.316 0.571 0.012 -0.025 0.039
P 1.257 -1.067 1.799 -0.199 -0.595 -0.165
C 0.569 -1.248 3.490 -0.105 0.111 0.021
C -0.954 -1.349 3.385 -0.048 -0.018 -0.037
C 0.979 -0.119 4.436 0.026 -0.007 -0.026
C 0.900 -2.621 0.945 -0.103 -0.079 -0.091
C 1.430 -3.863 1.288 0.073 0.019 -0.003
C 1.306 -4.941 0.429 0.037 -0.074 0.000
C 0.678 -4.768 -0.798 -0.066 0.084 0.002
C 0.095 -3.555 -1.127 0.085 -0.082 0.117
C 0.148 -2.490 -0.227 -0.015 0.332 -0.083
N -0.479 -1.238 -0.498 -0.514 -0.324 0.288
C -1.747 -1.257 -1.140 0.196 0.090 -0.019
C -2.595 -2.369 -1.156 -0.009 0.070 -0.010
C -3.835 -2.294 -1.770 0.060 0.033 0.017
C -4.267 -1.120 -2.369 -0.087 -0.022 -0.043
C -3.458 0.000 -2.306 -0.007 0.053 -0.003
C -2.216 -0.054 -1.685 -0.031 -0.030 -0.042
P -1.159 1.379 -1.384 -0.637 -0.500 -0.056
C -0.423 1.794 -3.025 0.220 0.073 0.066
C -1.423 2.389 -4.014 -0.049 0.022 -0.001
C 0.229 0.547 -3.626 -0.014 -0.003 -0.015
C -2.321 2.733 -0.959 0.123 0.141 0.101
C -1.592 4.075 -0.867 -0.007 -0.006 -0.011
C -3.094 2.421 0.322 0.002 -0.022 -0.008
H 4.769 -1.602 3.124 0.004 0.010 -0.020
H 3.686 -2.920 2.731 -0.004 0.002 0.007
H 3.248 -1.758 3.987 -0.010 0.031 -0.006
H 3.289 0.060 2.169 -0.003 -0.001 -0.018
H 3.787 -2.396 0.429 -0.030 0.003 -0.027
H 4.759 -0.929 0.541 0.013 -0.006 0.022
H 3.203 -0.897 -0.279 -0.006 -0.012 0.000
H 0.958 -2.199 3.865 0.033 -0.006 -0.002
H -1.378 -0.435 2.956 0.015 -0.011 0.003
H -1.392 -1.475 4.376 0.030 -0.018 0.017
H -1.268 -2.193 2.769 0.018 0.030 -0.021
H 0.588 0.842 4.100 -0.039 0.001 0.003
H 2.059 -0.019 4.543 0.023 -0.012 -0.021
H 0.564 -0.311 5.426 0.006 0.000 0.008
H 1.961 -3.989 2.222 -0.013 0.004 0.004
H 1.724 -5.902 0.698 0.004 0.004 0.006
H 0.631 -5.587 -1.503 0.002 -0.014 0.006
H -0.402 -3.434 -2.079 -0.023 0.000 0.003
H -2.308 -3.285 -0.664 0.039 -0.035 -0.019
H -4.476 -3.166 -1.764 -0.007 -0.007 -0.004
H -5.235 -1.070 -2.848 -0.003 0.004 0.003
H -3.821 0.933 -2.719 0.009 0.019 -0.013
H 0.352 2.539 -2.809 -0.015 -0.008 -0.032
H -2.182 1.655 -4.290 -0.021 -0.004 0.016
H -0.895 2.667 -4.927 0.011 -0.020 -0.007
H -1.920 3.284 -3.641 0.015 -0.002 0.001
H -0.539 -0.164 -3.934 0.002 -0.013 0.019
H 0.901 0.036 -2.937 -0.003 -0.008 0.027
H 0.803 0.824 -4.511 -0.003 0.016 -0.004
H -3.030 2.777 -1.790 -0.007 -0.005 -0.021
H -0.866 4.071 -0.055 -0.031 0.012 0.015
H -2.309 4.870 -0.658 -0.013 0.003 -0.011
H -1.070 4.336 -1.790 0.012 -0.016 0.004
H -2.419 2.236 1.160 0.013 0.008 -0.009
H -3.746 1.555 0.205 0.046 -0.029 0.002
H -3.716 3.276 0.589 -0.024 0.003 -0.020
O 3.361 6.433 0.035 0.018 -0.039 0.068
C 2.857 5.367 0.146 -0.033 0.047 -0.150
S 1.738 4.934 1.479 -0.044 -0.060 0.032
C 1.415 3.319 0.932 -0.266 -0.164 0.443
C 2.068 2.899 -0.229 0.350 -0.267 -0.446
S 1.919 1.298 -0.723 -0.020 0.674 0.291
S 3.107 4.036 -1.035 -0.048 -0.008 0.088
S 0.431 2.226 1.750 0.113 0.056 -0.620


No. 3
95
Properties=species:S:1:pos:R:3:forces:R:3 method="wB97M-V/def2-TZVPD" charge=-2 e_tot_ha=-3781.38171 gap_ha=0.3084 lumo_ev=3.689 de_lowest_ev=0.806
S -0.427 -0.278 -0.247 0.900 1.136 -1.185
O -0.993 0.665 0.748 -0.536 -0.076 0.005
O 0.373 -1.286 0.491 -0.363 -0.740 -0.407
O -1.456 -0.802 -1.183 -0.561 -0.994 1.076
O 0.478 0.470 -1.166 0.869 0.468 0.265
C -2.161 -0.242 3.192 -0.772 0.592 -0.055
C -1.307 -1.471 3.045 0.805 0.192 0.221
O -1.364 -2.103 4.339 -0.337 -0.390 -0.216
C -2.128 -1.384 5.167 0.409 0.758 0.479
O -2.285 -1.593 6.332 -0.184 -0.470 -0.069
O -2.621 -0.295 4.552 -0.267 -0.022 -0.255
H -3.008 -0.239 2.507 -0.152 -0.045 0.220
H -1.631 0.691 3.029 0.153 -0.073 0.116
H -0.283 -1.156 2.895 0.075 -0.439 -0.339
H -1.640 -2.141 2.259 0.118 -0.140 0.089
C 2.901 1.442 3.008 -0.516 -0.285 -1.886
C 1.590 0.607 3.051 0.190 0.329 1.248
O 1.687 0.029 4.374 -0.319 -0.206 0.237
C 2.938 0.125 4.853 -0.997 -0.655 0.582
O 3.310 -0.417 5.853 0.186 0.347 -0.345
O 3.659 0.906 4.064 1.455 0.439 -0.133
H 2.902 2.533 3.035 -0.737 -0.051 0.667
H 3.362 1.266 2.029 0.428 -0.394 0.339
H 1.533 -0.249 2.379 0.187 0.442 -0.518
H 0.659 1.167 3.037 0.121 0.134 -0.315
C -1.210 0.227 -4.074 0.241 -0.050 0.328
C 0.231 0.616 -4.233 0.267 -0.537 2.040
O 0.190 1.665 -5.181 0.527 -0.161 -0.223
C -0.963 1.571 -5.854 -0.513 0.005 -0.894
O -1.258 2.246 -6.796 0.130 0.014 0.161
O -1.746 0.593 -5.362 -0.216 0.014 0.554
H -1.616 0.804 -3.241 -0.538 0.009 -0.340
H -1.320 -0.825 -3.835 -0.376 -0.006 -0.318
H 0.845 -0.270 -4.428 0.198 0.449 -1.136
H 0.564 0.963 -3.253 0.162 0.311 -0.249
C 3.379 -0.882 -1.103 -0.552 -0.231 0.613
C 2.439 -1.448 -2.140 -0.107 0.299 -0.439
O 3.360 -2.049 -3.069 -0.080 -0.297 -0.162
C 4.523 -2.305 -2.435 -0.133 -0.117 -0.385
O 5.401 -2.970 -2.887 0.157 -0.047 -0.035
O 4.544 -1.711 -1.238 0.186 0.223 0.269
H 2.987 -1.022 -0.099 -0.037 0.271 -0.029
H 3.623 0.164 -1.284 0.133 -0.052 -0.018
H 1.856 -0.687 -2.641 0.147 0.053 0.037
H 1.727 -2.191 -1.781 0.298 -0.043 0.350
C -0.946 -4.033 -1.934 1.391 0.449 -0.722
C -0.115 -3.542 -3.149 -0.126 0.330 -0.242
O -1.006 -3.719 -4.262 0.697 0.146 -0.129
C -2.172 -4.204 -3.855 -0.746 0.568 -0.040
O -3.110 -4.366 -4.577 0.024 -0.388 0.134
O -2.187 -4.388 -2.525 -0.239 -0.522 0.374
H -1.066 -3.230 -1.212 -0.228 0.006 0.079
H -0.405 -4.881 -1.511 -0.605 -0.251 0.218
H 0.797 -4.087 -3.391 -0.052 -0.228 0.319
H 0.149 -2.488 -3.082 -0.263 0.054 0.048
C 2.433 -4.532 0.554 -0.699 0.018 -0.074
C 2.347 -3.515 1.699 0.536 0.508 -0.466
O 3.364 -3.958 2.597 0.332 -0.256 0.334
C 4.098 -4.949 2.048 0.143 0.222 0.957
O 5.034 -5.474 2.575 -0.316 0.205 -0.287
O 3.612 -5.271 0.853 -0.169 -0.557 -0.837
H 2.529 -4.114 -0.447 0.214 0.325 0.168
H 1.553 -5.178 0.505 0.218 -0.283 0.273
H 1.410 -3.446 2.244 -0.090 -0.126 -0.227
H 2.635 -2.528 1.335 -0.250 0.037 0.179
C -3.736 1.570 -1.107 0.024 0.439 1.387
C -4.084 0.359 -0.236 0.358 -0.913 -0.887
O -5.191 0.772 0.565 -0.111 0.017 0.074
C -5.436 2.076 0.372 -0.593 -0.490 0.489
O -6.330 2.670 0.906 0.342 0.124 -0.121
O -4.561 2.594 -0.479 0.251 0.754 -0.869
H -3.963 1.533 -2.168 -0.111 -0.185 0.037
H -2.710 1.875 -0.912 0.114 -0.222 -0.372
H -3.235 0.049 0.364 0.002 0.236 0.209
H -4.379 -0.509 -0.825 -0.102 0.078 -0.001
C 1.537 2.782 0.139 -0.024 -0.273 0.260
C 0.843 3.255 -1.147 0.703 -1.013 -0.100
O 1.142 4.654 -1.207 -0.151 0.059 0.209
C 2.003 4.987 -0.208 -0.486 0.421 -0.555
O 2.370 6.103 0.005 0.141 -0.186 -0.093
O 2.363 3.905 0.463 0.388 0.075 0.961
H 2.217 1.936 0.064 -0.254 -0.032 -0.619
H 0.872 2.535 0.969 -0.211 0.371 -0.115
H -0.225 3.072 -1.196 -0.013 0.136 0.217
H 1.295 2.713 -1.977 -0.063 0.383 -0.214
C -3.067 4.628 1.341 0.531 0.943 -0.457
C -2.062 3.488 1.271 -0.559 0.040 0.403
O -1.080 3.873 2.256 -0.272 0.013 -0.648
C -1.164 5.224 2.426 1.257 -0.960 1.378
O -0.384 5.819 3.112 -0.355 0.182 -0.480
O -2.221 5.704 1.816 -0.865 0.808 -0.131
H -3.915 4.523 2.015 0.108 -0.235 0.061
H -3.393 5.003 0.374 -0.302 -0.518 -0.042
H -1.624 3.444 0.278 0.243 -0.163 0.112
H -2.482 2.528 1.550 0.186 -0.107 -0.096